[1]
C32H33BrN3O8PS3 | wB97M-V/def2-TZVPD

The geometry in ORCA input format:
```
! RIJCOSX wB97M-V def2-TZVPD def2/J DEFGRID3
* xyz 0 1
C -3.3964 -2.8015 3.8285
O -4.1821 -3.4719 2.8014
C -5.0610 -2.5550 2.1239
C -4.2024 -1.5420 1.1918
N -3.4543 -2.1501 0.1453
C -2.6788 -1.2165 -0.6203
C -1.7786 -1.8197 -1.7751
P -1.6908 -3.6531 -2.2028
O -2.5399 -4.6650 -1.1299
O -0.0363 -4.1484 -2.2034
S -2.4548 -3.9753 -3.9875
C -0.8802 -0.8733 -2.6472
C 0.0937 -1.3988 -3.8017
C 1.6653 -1.3126 -3.4030
C 1.9266 -0.9619 -1.8610
S 3.7448 -1.2949 -1.4819
C 3.7845 -1.1292 0.3902
S 2.8842 -2.2325 1.2555
N 4.5838 -0.0127 0.9063
C 3.8942 1.2853 0.8535
C 4.0662 2.1093 -0.4800
C 3.4446 3.5025 -0.7275
C 2.6007 4.1476 0.4032
C 2.3979 3.3617 1.7167
C 3.0195 1.9316 1.9518
C 5.2759 -0.2884 2.1737
C 6.8494 -0.3397 2.1071
C 7.6752 -0.5815 3.4090
C 6.9990 -0.7933 4.7967
C 5.4354 -0.7646 4.8805
C 4.6489 -0.4937 3.5714
C -0.9198 0.6774 -2.3954
C -0.0502 1.6938 -3.2665
O -0.8397 2.5729 -4.1168
C -1.9506 1.8962 -4.7022
C -3.4172 2.4520 -4.2865
O -1.8716 0.9559 -5.5219
C -1.8150 1.2171 -1.2635
C -1.7975 2.8151 -1.0071
O -0.5195 3.1429 -0.3951
O -0.4758 2.7397 0.9015
C -2.7202 0.3007 -0.3327
N -3.4534 0.9810 0.6984
C -4.1596 -0.0067 1.4414
C -5.0212 0.5468 2.6988
C -6.6068 0.5303 2.3602
O -7.4312 0.7958 3.2613
Br -7.3081 0.1070 0.5241
H -3.1449 -3.5680 4.6362
H -4.0542 -1.9647 4.2542
H -2.4056 -2.3942 3.3971
H -5.8161 -2.0224 2.7940
H -5.6855 -3.1915 1.3862
H -2.0926 -5.5446 -1.1479
H 0.3521 -3.6671 -1.4222
H -0.0493 -0.6730 -4.6902
H -0.1038 -2.4765 -4.1216
H 2.1958 -2.2976 -3.6328
H 2.1731 -0.4969 -4.0252
H 1.7431 0.1557 -1.6163
H 1.2595 -1.5414 -1.1231
H 4.6799 1.6503 -1.3416
H 3.6314 4.0265 -1.7218
H 2.1698 5.1914 0.2307
H 1.7927 3.7860 2.5851
H 2.8208 1.3837 2.9265
H 7.3903 -0.1667 1.1214
H 8.8157 -0.5849 3.3677
H 7.6043 -0.9583 5.7497
H 4.8788 -0.9315 5.8712
H 3.5023 -0.4668 3.6646
H 0.5210 2.3812 -2.5331
H 0.7429 1.2030 -3.9246
H -3.8123 1.8037 -3.4351
H -3.3124 3.5541 -3.9866
H -4.1366 2.3867 -5.1878
H -1.9017 3.3696 -2.0101
H -2.6699 3.1574 -0.3530
H 0.2314 2.0393 0.9420
H -4.8245 -0.0739 3.6421
H -4.7721 1.6509 2.9211
*
```

## Properties
**LUMO**: -0.060 hartree
**Frontier orbital gap**: 6.78 eV
**Structure (SMILES)**: COCc1nc2c(P(O)(O)=S)c(CCCSC(=S)N(c3ccccc3)c3ccccc3)c(COC(C)=O)c(COO)c2nc1CC(=O)Br
**Strongest force on any atom**: 6.44 eV/A

Let us look at the Mulliken charges, expressed in e, one per atom: number 1, C, carries -0.480; number 2, O, carries -0.374; number 3, C, carries -0.663; number 4, C, carries 0.222; number 5, N, carries -0.371; number 6, C, carries -0.072; number 7, C, carries 1.086; number 8, P, carries 0.826; number 9, O, carries -0.453; number 10, O, carries -0.513; number 11, S, carries -0.410; number 12, C, carries -0.051; number 13, C, carries -1.198; number 14, C, carries -0.923; number 15, C, carries 0.297; number 16, S, carries -0.182; number 17, C, carries 0.271; number 18, S, carries -0.185; number 19, N, carries 0.316; number 20, C, carries 0.378; number 21, C, carries -0.291; number 22, C, carries -0.506; number 23, C, carries -0.362; number 24, C, carries -0.531; number 25, C, carries -0.121; number 26, C, carries -0.120; number 27, C, carries -0.338; number 28, C, carries -0.459; number 29, C, carries -0.356; number 30, C, carries -0.693; number 31, C, carries 0.243; number 32, C, carries 0.095; number 33, C, carries -0.975; number 34, O, carries -0.429; number 35, C, carries 0.852; number 36, C, carries -0.853; number 37, O, carries -0.536; number 38, C, carries 0.645; number 39, C, carries -1.070; number 40, O, carries -0.039; number 41, O, carries -0.373; number 42, C, carries 0.635; number 43, N, carries -0.311; number 44, C, carries 0.593; number 45, C, carries -0.633; number 46, C, carries 0.435; number 47, O, carries -0.495; number 48, Br, carries -0.144; number 49, H, carries 0.283; number 50, H, carries 0.197; number 51, H, carries 0.176; number 52, H, carries 0.387; number 53, H, carries 0.319; number 54, H, carries 0.336; number 55, H, carries 0.375; number 56, H, carries 0.286; number 57, H, carries 0.194; number 58, H, carries 0.502; number 59, H, carries 0.396; number 60, H, carries -0.151; number 61, H, carries 0.060; number 62, H, carries 0.312; number 63, H, carries 0.367; number 64, H, carries 0.343; number 65, H, carries 0.296; number 66, H, carries 0.078; number 67, H, carries 0.334; number 68, H, carries 0.298; number 69, H, carries 0.319; number 70, H, carries 0.299; number 71, H, carries 0.203; number 72, H, carries 0.262; number 73, H, carries 0.120; number 74, H, carries 0.143; number 75, H, carries 0.302; number 76, H, carries 0.353; number 77, H, carries 0.110; number 78, H, carries 0.379; number 79, H, carries 0.299; number 80, H, carries 0.094; number 81, H, carries 0.345



[2]
C26H21Cl2FeN2O4P | wB97M-V/def2-TZVPD

The geometry in ORCA input format:
```
! RIJCOSX wB97M-V def2-TZVPD def2/J DEFGRID3
* xyz 1 2
Fe 0.9250 0.4202 -1.2347
O -2.2406 -1.0987 -2.5593
C -1.9662 -0.7938 -1.4301
O -0.7962 -0.3912 -0.9659
C -2.9467 -0.9131 -0.2661
P -1.9661 -0.2521 1.1035
C -2.3839 1.4992 1.2213
C -1.7347 2.4669 0.4593
C -2.1777 3.7794 0.4665
C -3.2704 4.1384 1.2426
C -3.9135 3.1847 2.0185
C -3.4765 1.8705 2.0117
C -2.3602 -1.0100 2.6657
C -2.9445 -2.2788 2.7374
C -3.1359 -2.8812 3.9691
C -2.7202 -2.2416 5.1289
C -2.1260 -0.9858 5.0651
C -1.9332 -0.3751 3.8412
H -3.2615 -1.9506 -0.1726
H -3.8283 -0.2907 -0.4217
H -0.8750 2.2037 -0.1378
H -1.6702 4.5207 -0.1356
H -3.6190 5.1624 1.2448
H -4.7624 3.4609 2.6293
H -3.9898 1.1363 2.6189
H -3.2711 -2.7901 1.8421
H -3.6069 -3.8531 4.0234
H -2.8528 -2.7258 6.0870
H -1.8131 -0.4867 5.9721
H -1.4738 0.6049 3.7905
Cl 6.3725 -1.2436 3.2206
C 5.1808 -1.0398 1.9817
C 5.4798 -1.4607 0.6736
C 4.5714 -1.3071 -0.3381
Cl 4.9580 -1.8268 -1.9390
C 3.2976 -0.7239 -0.1048
O 2.4588 -0.6004 -1.0778
C 3.0293 -0.3022 1.2209
C 1.8077 0.3570 1.5172
O 0.9076 0.6492 0.7112
C 3.9747 -0.4688 2.2574
H 6.4398 -1.9127 0.4643
H 1.6480 0.6393 2.5658
H 3.7413 -0.1328 3.2597
N 2.2513 -0.3928 -7.1165
C 1.9006 -0.1215 -5.8418
C 2.8245 0.3987 -4.9224
C 2.4225 0.6547 -3.6403
N 1.1707 0.4423 -3.1859
C 0.2876 -0.0684 -4.0663
C 0.6015 -0.3543 -5.3702
H 3.1749 -0.1926 -7.4531
H 1.5790 -0.7449 -7.7725
H 3.8483 0.5930 -5.2118
H 3.1320 1.0496 -2.9258
H -0.7083 -0.2605 -3.6994
H -0.1605 -0.7599 -6.0219
*
```

## Properties
**LUMO (alpha / beta)**: -0.107 / -0.180 hartree
**Expectation value of S²**: 0.76
**Frontier orbital gap (alpha / beta)**: 7.74 / 5.75 eV
**Strongest force on any atom**: 0.57 eV/A

Let us look at the natural (NBO) charges, expressed in e, one per atom: number 1, Fe, carries 1.241; number 2, O, carries -0.582; number 3, C, carries 0.805; number 4, O, carries -0.798; number 5, C, carries -0.870; number 6, P, carries 1.405; number 7, C, carries -0.336; number 8, C, carries -0.201; number 9, C, carries -0.192; number 10, C, carries -0.168; number 11, C, carries -0.205; number 12, C, carries -0.202; number 13, C, carries -0.457; number 14, C, carries -0.120; number 15, C, carries -0.204; number 16, C, carries -0.160; number 17, C, carries -0.203; number 18, C, carries -0.174; number 19, H, carries 0.278; number 20, H, carries 0.280; number 21, H, carries 0.211; number 22, H, carries 0.229; number 23, H, carries 0.232; number 24, H, carries 0.233; number 25, H, carries 0.227; number 26, H, carries 0.212; number 27, H, carries 0.232; number 28, H, carries 0.233; number 29, H, carries 0.233; number 30, H, carries 0.226; number 31, Cl, carries 0.032; number 32, C, carries -0.085; number 33, C, carries -0.164; number 34, C, carries -0.131; number 35, Cl, carries 0.040; number 36, C, carries 0.473; number 37, O, carries -0.726; number 38, C, carries -0.305; number 39, C, carries 0.434; number 40, O, carries -0.648; number 41, C, carries -0.148; number 42, H, carries 0.252; number 43, H, carries 0.155; number 44, H, carries 0.232; number 45, N, carries -0.758; number 46, C, carries 0.249; number 47, C, carries -0.308; number 48, C, carries 0.084; number 49, N, carries -0.564; number 50, C, carries 0.073; number 51, C, carries -0.309; number 52, H, carries 0.404; number 53, H, carries 0.405; number 54, H, carries 0.229; number 55, H, carries 0.209; number 56, H, carries 0.245; number 57, H, carries 0.229



[3]
C37H51O2Zr | wB97M-V/def2-TZVPD

The geometry in ORCA input format:
```
! RIJCOSX wB97M-V def2-TZVPD def2/J DEFGRID3
* xyz -1 1
C -1.7139 -1.8337 -0.0582
C -1.7288 -1.0804 1.2346
C -2.7140 -0.1124 1.6513
C -3.9466 0.2141 0.8891
C -2.5683 0.0796 3.0562
C -3.5839 0.6971 3.9361
C -1.4247 -0.6337 3.4938
C -1.0425 -0.9217 4.8919
C -0.8500 -1.3050 2.3542
C 0.2280 -2.3369 2.3866
Zr -0.3139 0.9279 1.3220
C 2.0587 -1.1649 -0.5903
C -1.1638 1.6113 -0.5604
C 1.2424 2.6406 1.5680
C 1.5042 3.3980 0.3202
C 0.0093 2.7489 2.3853
C -0.9899 3.8564 2.2577
C 0.3548 2.0690 3.6440
C -0.3350 2.3948 4.9268
C 1.4950 1.2772 3.4267
C 2.2061 0.4704 4.4400
C 2.0059 1.5476 2.0922
C 3.3664 1.1774 1.6447
H -2.7640 -1.9874 -0.3658
H -1.1787 -1.3584 -0.9142
H -1.2653 -2.8273 0.1164
H -4.8272 -0.3411 1.2573
H -4.1882 1.2803 0.9869
H -3.8507 -0.0100 -0.1782
H -4.2654 -0.0402 4.3881
H -3.0995 1.2434 4.7476
H -4.1782 1.4114 3.3630
H -1.6164 -1.7783 5.2874
H 0.0238 -1.1659 4.9707
H 0.1316 1.8636 5.7749
H -0.2514 -3.3000 2.6416
H 0.7277 -2.4692 1.4102
H 1.0093 -2.1386 3.1461
H 2.4590 -0.2872 -0.9662
H 2.1865 -1.1945 0.7867
H 1.0584 -1.5091 -0.9852
H -1.8074 2.4415 -0.1900
H -0.4924 2.0783 -1.3029
H -1.8461 0.9575 -1.1338
H 2.5703 3.6479 0.3488
H 1.3139 2.8813 -0.6421
H 0.9272 4.3330 0.3164
H -0.5749 4.7648 1.7743
H -1.8156 3.4797 1.6344
H -1.4111 4.1439 3.2382
H -0.2910 3.4844 5.1479
H -1.4073 2.1218 4.8891
H -1.2485 -0.0627 5.5429
H 3.2369 0.8373 4.5370
H 1.7263 0.5437 5.4244
H 2.2602 -0.5945 4.1718
H 4.1129 1.5906 2.3354
H 3.5264 0.0984 1.6152
H 3.5607 1.5794 0.6500
C 6.8311 -1.9657 -5.8644
O 5.4179 -2.2460 -5.7722
C 4.9128 -2.4632 -4.5405
C 3.4810 -2.5227 -4.5070
C 2.8296 -2.6529 -3.2439
C 3.5510 -2.6464 -2.0476
C 2.7299 -2.4874 -0.7770
C 3.4703 -3.1288 0.4343
C 2.8860 -4.1598 1.2130
C 3.3613 -4.4794 2.4070
C 4.5732 -3.9634 2.9090
O 5.0021 -4.3838 4.1327
C 6.3262 -4.0250 4.5530
C 5.2734 -3.0673 2.0675
C 4.7054 -2.6582 0.8585
C 4.9515 -2.8654 -2.1579
C 5.5933 -2.6912 -3.3680
H 6.9849 -1.7546 -6.9322
H 7.1003 -1.0946 -5.2627
H 7.4231 -2.8321 -5.5598
H 2.9306 -2.4055 -5.3951
H 1.7529 -2.5460 -3.2276
H 1.9052 -3.3747 -0.9267
H 1.8952 -4.5909 0.8830
H 2.8200 -5.1886 3.1097
H 6.3903 -4.4334 5.5623
H 7.0882 -4.4841 3.9063
H 6.4655 -2.9354 4.5724
H 6.2304 -2.6652 2.4023
H 5.2225 -1.8558 0.3224
H 5.6179 -3.0155 -1.2906
H 6.7193 -2.6923 -3.4306
*
```

## Properties
**LUMO**: 0.085 hartree
**Frontier orbital gap**: 3.12 eV
**Strongest force on any atom**: 6.32 eV/A

Let us look at the Mulliken charges, expressed in e, one per atom: number 1, C, carries -1.825; number 2, C, carries 0.207; number 3, C, carries 1.347; number 4, C, carries -2.137; number 5, C, carries 0.530; number 6, C, carries -2.232; number 7, C, carries 0.986; number 8, C, carries -1.700; number 9, C, carries 1.023; number 10, C, carries -0.734; number 11, Zr, carries -0.259; number 12, C, carries -0.094; number 13, C, carries -1.370; number 14, C, carries -0.238; number 15, C, carries -1.699; number 16, C, carries 1.101; number 17, C, carries -1.574; number 18, C, carries 0.624; number 19, C, carries -1.785; number 20, C, carries 1.314; number 21, C, carries -1.915; number 22, C, carries 1.597; number 23, C, carries -1.596; number 24, H, carries 0.549; number 25, H, carries -0.034; number 26, H, carries 0.351; number 27, H, carries 0.318; number 28, H, carries 0.439; number 29, H, carries 0.488; number 30, H, carries 0.319; number 31, H, carries 0.483; number 32, H, carries 0.334; number 33, H, carries 0.354; number 34, H, carries 0.249; number 35, H, carries 0.276; number 36, H, carries 0.516; number 37, H, carries -0.687; number 38, H, carries 0.003; number 39, H, carries 0.773; number 40, H, carries -0.419; number 41, H, carries -0.228; number 42, H, carries 0.160; number 43, H, carries 0.357; number 44, H, carries 0.390; number 45, H, carries 0.538; number 46, H, carries 0.055; number 47, H, carries 0.251; number 48, H, carries 0.285; number 49, H, carries 0.128; number 50, H, carries 0.444; number 51, H, carries 0.409; number 52, H, carries 0.157; number 53, H, carries 0.385; number 54, H, carries 0.457; number 55, H, carries 0.288; number 56, H, carries 0.012; number 57, H, carries 0.482; number 58, H, carries 0.053; number 59, H, carries 0.420; number 60, C, carries -0.845; number 61, O, carries -0.460; number 62, C, carries 0.892; number 63, C, carries -0.677; number 64, C, carries -0.759; number 65, C, carries -0.476; number 66, C, carries 1.588; number 67, C, carries -0.155; number 68, C, carries -0.516; number 69, C, carries -0.473; number 70, C, carries 0.830; number 71, O, carries -0.480; number 72, C, carries -0.826; number 73, C, carries -0.904; number 74, C, carries -0.581; number 75, C, carries -0.372; number 76, C, carries -0.723; number 77, H, carries 0.245; number 78, H, carries 0.358; number 79, H, carries 0.307; number 80, H, carries 0.474; number 81, H, carries 0.400; number 82, H, carries 0.252; number 83, H, carries 0.130; number 84, H, carries 0.248; number 85, H, carries 0.254; number 86, H, carries 0.324; number 87, H, carries 0.307; number 88, H, carries 0.262; number 89, H, carries 0.705; number 90, H, carries 0.538; number 91, H, carries 0.209



[4]
C4H5F2NS | wB97M-V/def2-TZVPD

The geometry in ORCA input format:
```
! RIJCOSX wB97M-V def2-TZVPD def2/J DEFGRID3
* xyz 0 1
C 0.3818 -1.9210 -0.2070
C 1.3484 0.8489 -0.0599
C -1.1793 1.2131 0.1453
C 0.1616 0.8990 0.6580
N -0.7522 -2.1593 -0.6393
F 1.5178 -2.4154 -0.0584
F 1.3842 0.9009 -1.3535
S 2.9177 0.8059 0.6133
H -1.9710 1.2370 0.8540
H -1.4830 0.4994 -0.6097
H -1.2524 2.2847 -0.3154
H 0.3941 0.7993 1.8090
H -1.4676 -2.9926 -0.8365
*
```

## Properties
**LUMO (alpha / beta)**: -0.014 / -0.063 hartree
**Frontier orbital gap (alpha / beta)**: 8.32 / 6.56 eV
**Strongest force on any atom**: 5.43 eV/A

Let us look at the natural (NBO) charges, expressed in e, one per atom: number 1, C, carries 0.679; number 2, C, carries 0.183; number 3, C, carries -0.694; number 4, C, carries -0.146; number 5, N, carries -0.775; number 6, F, carries -0.270; number 7, F, carries -0.321; number 8, S, carries -0.041; number 9, H, carries 0.233; number 10, H, carries 0.255; number 11, H, carries 0.238; number 12, H, carries 0.246; number 13, H, carries 0.414



Q: strongest force on any atom of number 4 (C4H5F2NS)?
A: 5.43 eV/A



Q: The highest strongest force on any atom belongs to which entry?
A: C32H33BrN3O8PS3



Q: Which of these has the lowest strongest force on any atom?
A: C26H21Cl2FeN2O4P



Q: Which of these has the lowest strongest force on any atom?
A: C26H21Cl2FeN2O4P